No. 1
{
  "formula": "CH4N2O",
  "method": "the ωB97M-V functional and the def2-TZVPD basis",
  "species": ["H", "H", "N", "H", "O", "N", "H", "C"],
  "positions_angstrom": [[0.561, 0.271, -1.673], [-1.346, -0.102, 1.280], [-0.628, -0.639, 0.825], [-0.726, -1.639, 0.889], [0.486, -0.923, -1.190], [-0.093, 1.052, -0.822], [-0.360, 1.882, -0.316], [-0.119, -0.168, -0.339]],
  "atomic_forces_ev_per_a": [[0.06, -0.07, -0.08], [0.07, 0.03, -0.01], [-0.07, -0.04, -0.10], [0.06, 0.04, -0.02], [0.04, -0.12, 0.00], [-0.05, 0.12, 0.12], [-0.01, -0.03, 0.00], [-0.09, 0.06, 0.08]],
  "de_lowest_ev": 1.9855,
  "charge": 0,
  "orbital_gap_ev": 10.362
}

***

No. 2
{
  "formula": "C5H13NS",
  "method": "the ωB97M-V functional and the def2-TZVPD basis",
  "species": ["S", "H", "H", "H", "H", "H", "H", "H", "H", "C", "H", "H", "H", "C", "H", "N", "H", "C", "C", "C"],
  "positions_angstrom": [[0.090, -1.503, -2.895], [0.250, -1.652, -0.533], [-0.922, -0.921, -3.556], [-1.012, 0.338, 2.766], [-0.506, 1.827, 3.408], [1.625, 0.970, 4.030], [-1.375, -1.247, -0.858], [1.700, -0.152, 2.719], [-1.442, 0.310, 0.662], [-0.111, 0.459, -0.955], [0.670, -0.486, 4.142], [1.237, 1.447, 1.086], [-0.576, 1.114, -1.704], [1.009, 0.279, 3.446], [0.006, 2.527, 1.181], [-0.743, 0.929, 0.292], [0.955, 0.679, -0.969], [0.171, 1.458, 1.358], [-0.358, -1.043, -1.200], [-0.151, 1.017, 2.764]],
  "atomic_forces_ev_per_a": [[-0.16, -0.40, 0.09], [0.33, 0.06, -0.11], [-0.01, 0.07, 0.18], [0.05, -0.01, -0.37], [0.27, 0.15, -0.22], [-0.07, 0.03, -0.03], [-0.20, -0.28, -0.73], [-0.24, -0.26, -0.03], [0.08, -0.36, 0.07], [-1.03, 0.35, 0.54], [-0.01, -0.09, -0.08], [-0.13, -1.10, 0.09], [0.28, -0.71, -0.60], [0.38, 0.44, 0.28], [0.00, 0.31, 1.00], [1.58, -0.40, 0.57], [0.06, 0.00, 0.15], [-1.05, 1.80, -1.72], [-0.01, 1.07, 0.26], [-0.13, -0.67, 0.68]],
  "de_lowest_ev": 1.1285,
  "charge": 0,
  "orbital_gap_ev": 9.376
}

***

No. 3
{
  "formula": "C3H12O4",
  "method": "the ωB97M-V functional and the def2-TZVPD basis",
  "species": ["O", "H", "C", "H", "C", "H", "O", "O", "C", "O", "H", "H", "H", "H", "H", "H", "H", "H", "H"],
  "positions_angstrom": [[-0.418, 1.970, 0.679], [1.227, -2.503, 0.018], [1.610, -0.676, 2.571], [1.103, -0.535, 3.504], [1.009, -1.043, 1.448], [-4.030, 0.705, -1.806], [-0.318, 1.344, -2.335], [1.628, -0.647, -0.832], [1.729, -1.549, 0.229], [-4.539, 0.040, -1.332], [-0.469, 2.270, -2.114], [-0.025, -0.793, 1.210], [0.414, 2.067, 1.154], [2.728, -1.840, 0.532], [-5.070, 0.559, -0.714], [-0.635, 1.269, -3.242], [2.688, -0.759, 2.622], [1.644, -1.095, -1.686], [-0.275, 1.216, 0.093]],
  "atomic_forces_ev_per_a": [[-0.03, 0.04, -0.07], [-0.01, 0.00, -0.35], [0.32, -1.11, -0.15], [-0.36, 0.70, 0.14], [-0.10, 1.30, -1.00], [0.09, -0.07, 0.00], [-0.16, 0.13, -0.19], [0.10, 0.45, -0.26], [-0.59, -1.03, 1.02], [-0.16, 0.25, 0.11], [0.08, -0.03, 0.17], [-0.19, -0.51, 0.65], [-0.03, -0.09, -0.04], [0.68, 0.31, -0.28], [0.10, -0.19, -0.09], [0.03, -0.08, 0.03], [0.14, -0.12, 0.14], [-0.01, -0.01, 0.24], [0.09, 0.05, -0.08]],
  "de_lowest_ev": 1.5123,
  "charge": 0,
  "orbital_gap_ev": 10.342
}

***

No. 4
{
  "formula": "C9H16N2O2",
  "method": "the ωB97M-V functional and the def2-TZVPD basis",
  "species": ["C", "C", "H", "H", "H", "H", "O", "C", "C", "H", "C", "H", "H", "C", "H", "C", "N", "O", "H", "H", "N", "H", "H", "C", "H", "H", "H", "H", "C"],
  "positions_angstrom": [[4.444, -1.308, 0.032], [-3.025, 1.201, -0.233], [1.639, -1.355, -1.186], [-2.509, 2.159, 0.110], [-2.007, -0.704, -1.826], [-3.722, -1.091, 1.218], [-0.245, 2.259, -0.454], [-2.700, -0.657, 1.402], [3.203, 0.766, 0.718], [-2.782, -0.050, 2.290], [-2.081, 0.001, 0.198], [5.299, -0.785, 0.141], [-3.947, 0.869, 0.082], [-0.047, 0.873, -0.482], [4.553, -1.932, -0.976], [3.244, -0.347, -0.076], [2.070, 1.424, 0.560], [-0.764, 0.345, 0.595], [0.312, 2.754, 0.138], [4.380, -2.097, 0.732], [1.362, 0.686, -0.269], [-1.939, -1.292, 1.800], [-0.224, 0.620, -1.525], [-2.294, -1.082, -0.899], [-1.867, -1.916, -0.530], [-3.018, 1.344, -1.318], [-3.295, -1.335, -1.009], [4.004, 1.141, 1.380], [1.955, -0.492, -0.612]],
  "atomic_forces_ev_per_a": [[-3.34, -2.13, -4.38], [4.68, 1.15, -0.58], [-0.70, 0.66, -0.09], [-1.59, -1.11, 0.30], [1.06, 0.06, -1.73], [1.34, 0.07, 0.10], [-1.33, 0.44, -1.64], [-0.58, 0.25, 1.18], [0.72, 1.76, 0.53], [-0.40, 1.13, 0.02], [-3.47, 0.07, -0.47], [2.89, 1.72, 0.48], [-2.30, 0.31, 0.85], [1.15, 3.58, 1.62], [-0.13, 1.44, 1.79], [0.50, -3.15, 0.63], [-0.28, 0.72, 0.64], [0.09, -1.20, -2.05], [0.73, -0.37, 0.68], [-0.39, -0.47, 1.25], [-1.00, -2.66, -0.71], [0.14, -1.63, -0.13], [-0.77, -0.89, 0.33], [0.73, 3.00, 0.97], [2.09, -3.11, 0.43], [-0.11, -0.29, -0.04], [-2.10, 0.04, 0.12], [-0.69, -0.10, -0.58], [3.03, 0.70, 0.48]],
  "de_lowest_ev": 4.2125,
  "charge": 0,
  "orbital_gap_ev": 10.004
}

***

No. 5
{
  "formula": "C16H15CoI2N5O4S2",
  "method": "the ωB97M-V functional and the def2-TZVPD basis",
  "species": ["H", "Co", "H", "C", "C", "H", "H", "H", "H", "C", "H", "O", "C", "H", "H", "C", "H", "C", "C", "I", "H", "C", "O", "I", "H", "S", "H", "N", "C", "O", "O", "C", "H", "C", "N", "C", "N", "C", "S", "N", "C", "H", "N", "C", "C"],
  "positions_angstrom": [[0.009, -3.027, -1.358], [0.803, -0.490, -0.069], [-2.113, -0.021, 0.546], [-0.086, 4.639, 1.635], [-4.538, -3.418, -1.406], [-0.717, -0.204, -2.712], [-0.430, 5.540, 2.111], [1.629, 3.998, -1.829], [1.638, -5.799, 2.808], [0.490, 2.446, 1.411], [0.345, 4.372, 4.094], [2.089, -1.925, 0.389], [-2.094, -3.313, -1.466], [0.702, 0.524, -4.396], [-0.276, 5.064, -0.496], [-2.177, -1.016, 0.074], [1.980, 2.789, -4.026], [1.174, 3.046, -2.045], [-0.179, 0.694, -2.476], [3.349, -3.644, 3.537], [-2.018, -4.146, -2.157], [0.638, 1.177, -3.463], [2.426, -3.069, -1.719], [-0.050, -3.599, 2.356], [1.183, -4.906, 4.338], [2.712, -1.822, -1.017], [-0.411, 2.745, 4.150], [-5.517, -3.800, -1.806], [0.444, 2.393, -1.074], [1.981, -0.624, -1.664], [4.117, -1.486, -0.884], [1.572, -4.764, 3.319], [-4.245, -1.433, 0.262], [-0.013, 4.391, 0.307], [0.255, 3.057, 0.170], [1.315, 2.411, -3.270], [-0.992, -1.477, -0.271], [0.413, 3.346, 3.686], [0.900, 0.875, 1.788], [-0.268, 1.308, -1.261], [-3.322, -2.795, -1.019], [1.367, 2.820, 3.840], [0.242, 3.458, 2.295], [-0.990, -2.654, -0.999], [-3.331, -1.660, -0.233]],
  "atomic_forces_ev_per_a": [[-0.74, 0.55, 0.76], [0.00, -0.14, 0.21], [-0.49, -0.70, 0.07], [0.19, -0.38, -0.69], [2.01, 1.16, 0.77], [-0.39, -0.30, 0.64], [0.27, -0.10, 0.31], [0.24, 0.01, 0.00], [0.21, 2.08, 0.61], [-1.34, 2.24, -1.12], [0.47, -0.71, 0.08], [-0.54, 0.79, -0.64], [-0.91, 0.72, 0.45], [0.19, 1.38, 1.27], [0.15, -0.36, -0.06], [1.25, 1.79, 0.57], [-0.02, 0.21, -0.17], [0.33, -0.28, -0.59], [0.52, 1.30, 0.62], [-0.06, -0.30, -0.28], [0.02, 0.07, 0.30], [0.50, 0.19, -1.60], [-0.31, 0.76, -0.11], [0.67, -0.71, 0.44], [0.19, 0.01, -0.54], [2.37, -1.23, 0.19], [0.71, 0.36, -0.37], [-2.77, -1.30, -1.00], [-0.75, 0.89, -0.33], [-0.62, -0.45, 0.60], [-0.57, -0.17, -0.27], [-1.12, -1.09, -0.15], [-0.62, 0.76, -0.05], [-0.73, 0.55, 0.88], [1.09, -1.64, 0.75], [-0.54, -1.47, 0.13], [-0.24, -2.10, -1.62], [-0.53, -0.40, 1.71], [0.27, -0.02, 0.70], [-0.32, -1.54, -0.83], [1.16, -0.46, -0.23], [-0.27, 0.45, 0.52], [-0.20, 0.04, -1.76], [2.53, 0.58, -0.53], [-1.27, -1.05, 0.36]],
  "multiplicity": 4,
  "charge": 0,
  "orbital_gap_ev": [7.251, 7.157]
}

***

No. 6
{
  "formula": "CH4O2S2",
  "method": "the ωB97M-V functional and the def2-TZVPD basis",
  "species": ["O", "C", "H", "O", "H", "S", "S", "H", "H"],
  "positions_angstrom": [[-0.222, -1.120, 0.840], [-0.310, -0.133, -0.603], [0.480, 0.500, -0.570], [2.261, -0.713, 0.520], [1.115, 0.304, 2.252], [1.228, -1.009, 1.437], [1.583, -2.537, 2.503], [-0.560, -0.772, -1.419], [-1.134, 0.620, -0.505]],
  "atomic_forces_ev_per_a": [[0.82, 1.69, -2.75], [-4.03, -0.51, 1.55], [3.10, 0.83, -0.29], [1.58, -0.64, -1.55], [0.19, -0.13, -0.59], [-4.18, 5.75, 1.04], [1.85, -5.17, 2.35], [0.62, -0.57, -0.41], [0.05, -1.24, 0.65]],
  "multiplicity": 3,
  "de_lowest_ev": 3.6431,
  "charge": 0,
  "orbital_gap_ev": [5.265, 7.010]
}